C35H26F2IN6O2SeTa | ωB97M-V/def2-TZVPD

CARTESIAN COORDINATES (ANGSTROEM)
Ta1 0.9344 0.2943 -0.9174
C1 1.5960 -3.8838 -0.1105
C2 0.6280 -3.3590 0.9056
N1 0.3733 -4.1661 1.9375
C3 -0.6121 -3.8785 2.7729
C4 -1.5100 -2.8308 2.5885
C5 -2.7254 -2.7077 3.4815
O1 -3.9422 -2.9240 2.7807
C6 -1.2543 -1.9475 1.5383
C7 -2.3381 -1.0471 1.0726
N2 -2.1854 -0.3007 0.0584
C8 -3.2790 0.2744 -0.6030
C9 -4.4471 0.7565 -0.0210
C10 -5.4374 1.3142 -0.8152
C11 -5.2801 1.4032 -2.1935
C12 -4.1213 0.9327 -2.7976
C13 -3.1438 0.3826 -1.9856
I1 -1.4134 -0.4170 -2.8761
C14 -0.0959 -2.1767 0.7830
O2 0.2576 -1.2223 -0.1531
H1 2.5438 -4.1343 0.3634
H2 1.7711 -3.2003 -0.9357
H3 1.1828 -4.8133 -0.5053
H4 -0.7400 -4.5577 3.6096
H5 -2.7873 -1.7030 3.9012
H6 -2.6227 -3.3972 4.3210
H7 -4.1103 -3.8696 2.7098
H8 -3.3099 -1.2092 1.5393
H9 -4.5687 0.7068 1.0544
H10 -6.3424 1.6870 -0.3544
H11 -6.0590 1.8382 -2.8045
H12 -3.9978 0.9904 -3.8705
F1 4.7346 -2.8107 1.5864
C15 4.4172 -2.1157 0.4958
C16 3.2113 -1.4360 0.4773
C17 2.8466 -0.6973 -0.6452
C18 3.6904 -0.7407 -1.7697
C19 4.8731 -1.4750 -1.7135
F2 5.6553 -1.5561 -2.7932
C20 5.2730 -2.1531 -0.5842
C21 3.2303 -0.0257 -2.9601
C22 4.0605 0.3716 -4.0011
C23 3.5512 1.1221 -5.0410
C24 2.2079 1.4739 -5.0266
C25 1.4384 1.0701 -3.9670
N3 1.9063 0.3085 -2.9442
H13 2.5648 -1.5901 1.3296
H14 6.1938 -2.7193 -0.5659
H15 5.1043 0.1065 -3.9761
H16 4.1979 1.4457 -5.8459
H17 1.7640 2.0610 -5.8173
H18 0.4049 1.3674 -3.9205
N4 -0.6516 2.0975 -0.9604
C26 -1.1149 2.4888 0.3525
C27 -2.1652 3.3278 0.5703
C28 -2.4910 3.7214 1.8868
C29 -1.7273 3.3035 2.9378
C30 -0.6219 2.4443 2.7230
C31 0.2582 2.0495 3.7473
C32 1.3403 1.2734 3.4351
C33 1.5070 0.8378 2.1190
N5 0.6732 1.1389 1.1277
C34 -0.3541 2.0001 1.4178
H19 -0.1078 2.8686 -1.3570
H20 -1.4622 1.9746 -1.5638
H21 -2.7396 3.7090 -0.2666
H22 -3.3283 4.3856 2.0486
H23 -1.9376 3.6399 3.9447
H24 0.0923 2.3980 4.7592
H25 2.0692 0.9844 4.1780
H26 2.3627 0.2357 1.8740
Se1 2.5109 2.4338 -1.0987
C35 1.9807 3.5652 0.2524
N6 1.6181 4.2807 1.0803

Summary:
Charge: +2
Lowest unoccupied orbital energy, Ha: -0.2646
Highest occupied orbital energy, Ha: -0.5167
Kohn-Sham gap, eV: 6.86

---

C35H26HfN7PSSe2 | ωB97M-V/def2-TZVPD

CARTESIAN COORDINATES (ANGSTROEM)
Hf1 0.0725 0.6122 -0.1742
C1 1.0847 0.4534 4.5227
C2 0.3802 0.8301 3.3827
N1 0.9826 1.0137 2.2024
C3 2.3269 0.8695 2.1967
C4 3.0084 0.4689 3.3524
N2 2.3893 0.2599 4.4925
C5 3.0321 1.1078 0.9330
C6 4.3660 1.4846 0.9111
C7 5.0236 1.6912 -0.3075
C8 4.2656 1.4678 -1.4659
C9 2.9307 1.0961 -1.3753
N3 2.3110 0.9284 -0.1879
C10 2.1409 0.7317 -2.5583
C11 2.4969 1.0577 -3.8762
N4 1.9306 0.4695 -4.9051
C12 0.9796 -0.4172 -4.6812
C13 0.4752 -0.6101 -3.3956
N5 1.0487 -0.0384 -2.3350
C14 6.4217 2.1276 -0.3561
C15 6.9803 2.6826 -1.5142
C16 8.3002 3.1148 -1.4841
N6 9.0557 3.0422 -0.4079
C17 8.5504 2.5219 0.6914
C18 7.2507 2.0434 0.7693
H1 0.5905 0.2813 5.4665
H2 -0.6867 1.0028 3.4313
H3 4.0707 0.2707 3.3441
H4 4.8859 1.6449 1.8391
H5 4.7255 1.5637 -2.4343
H6 3.2398 1.8052 -4.1142
H7 0.6004 -0.9528 -5.5380
H8 -0.3803 -1.2492 -3.2170
H9 6.4043 2.8058 -2.4178
H10 8.7582 3.5440 -2.3644
H11 9.2049 2.4901 1.5506
H12 6.9173 1.6002 1.6916
S1 -0.0156 3.0008 -1.1055
C19 -1.3067 2.2991 -2.0327
C20 -2.0444 3.0051 -2.9891
C21 -3.0323 2.3495 -3.6904
C22 -3.2502 0.9898 -3.4572
C23 -2.4994 0.3597 -2.4941
N7 -1.5530 0.9903 -1.7684
H13 -1.8264 4.0462 -3.1595
H14 -3.6387 2.8806 -4.4070
H15 -3.9903 0.4391 -4.0137
H16 -2.6521 -0.6930 -2.2758
Se1 0.1526 -1.8193 0.6593
P1 -2.7665 -0.5079 2.7202
Se2 -2.1541 -1.1340 0.5825
C24 -2.8377 1.3369 2.5567
C25 -3.5666 1.9913 3.5489
C26 -3.6497 3.3703 3.5584
C27 -3.0033 4.1182 2.5862
C28 -2.2483 3.4834 1.6140
C29 -2.1555 2.1006 1.6163
C30 -4.5570 -0.8109 2.4927
C31 -5.1698 -1.7507 3.3163
C32 -6.5382 -1.9493 3.2421
C33 -7.2962 -1.2199 2.3419
C34 -6.6850 -0.2960 1.5068
C35 -5.3211 -0.0875 1.5767
H17 -4.0741 1.4081 4.3036
H18 -4.2246 3.8617 4.3255
H19 -3.0838 5.1931 2.5826
H20 -1.7394 4.0596 0.8542
H21 -1.5367 1.6014 0.8391
H22 -4.5756 -2.3207 4.0135
H23 -7.0175 -2.6643 3.8925
H24 -8.3642 -1.3679 2.2856
H25 -7.2774 0.2717 0.8062
H26 -4.8501 0.6420 0.9286

Summary:
Charge: +2
Lowest unoccupied orbital energy, Ha: -0.2556
Highest occupied orbital energy, Ha: -0.5001
Kohn-Sham gap, eV: 6.65

---

C35H27AsI2N8O13S2Sr | ωB97M-V/def2-TZVPD

CARTESIAN COORDINATES (ANGSTROEM)
Sr1 0.7381 -2.9551 0.1090
O1 3.3128 0.0064 1.9587
C1 2.3912 -0.8285 2.2915
O2 1.9917 -1.7373 1.5643
C2 1.8680 -0.7225 3.7157
C3 2.7094 -0.1681 4.6209
C4 2.3464 -0.0090 5.9789
C5 1.0788 -0.3577 6.4021
C6 0.1793 -0.8669 5.5081
C7 0.5203 -1.2097 4.1089
O3 -0.2144 -1.8693 3.3823
N1 -1.1745 -1.1212 6.0293
O4 -1.3215 -1.2306 7.2551
O5 -2.1023 -1.1710 5.2509
N2 3.2824 0.5358 6.9270
O6 2.9424 0.6573 8.1078
O7 4.4017 0.8741 6.5315
H1 3.6910 0.1401 4.2912
H2 0.7877 -0.2073 7.4291
O8 0.2628 -5.7942 -3.3558
As1 0.0554 -5.1409 -1.6701
O9 0.5661 -6.4174 -0.7654
O10 1.3066 -3.9901 -1.6062
C8 -1.8987 -4.8211 -1.8815
C9 -2.6809 -5.6233 -2.7292
C10 -3.9646 -5.1999 -3.0510
C11 -4.4433 -3.9733 -2.5927
C12 -3.7163 -3.2064 -1.6995
C13 -2.4480 -3.6460 -1.3178
S1 -1.7893 -3.2259 0.3225
O11 -2.9729 -3.3966 1.1050
O12 -0.7621 -4.2730 0.6244
O13 -1.1792 -1.8723 0.4063
H3 1.0771 -6.3166 -3.2944
H4 -2.2718 -6.5452 -3.1115
H5 -4.5943 -5.8161 -3.6784
H6 -5.4205 -3.6333 -2.9100
H7 -4.1063 -2.2880 -1.2902
C14 -1.1217 -3.0994 -4.8315
N3 -0.1434 -2.0121 -4.7912
C15 0.5186 -1.4979 -5.8962
C16 1.3921 -0.5990 -5.4477
N4 1.2801 -0.5838 -4.0618
C17 0.3316 -1.4788 -3.6511
S2 -0.2774 -1.7420 -2.0638
C18 2.0650 0.3010 -3.2220
C19 2.4389 1.5367 -3.7339
C20 3.1112 2.4064 -2.8872
C21 3.3699 2.0172 -1.5911
C22 2.9831 0.7484 -1.1927
N5 2.3390 -0.1052 -2.0141
H8 -1.4485 -3.2387 -5.8632
H9 -1.9758 -2.8437 -4.2154
H10 -0.6793 -4.0245 -4.4720
H11 0.3007 -1.8362 -6.8955
H12 2.1101 0.0050 -5.9730
H13 2.2036 1.8182 -4.7507
H14 3.4050 3.3876 -3.2430
H15 3.8684 2.6796 -0.8890
H16 3.1778 0.3882 -0.1878
I1 3.9974 -2.9016 0.2421
C23 3.0408 -4.7548 0.9238
I2 2.3576 -4.0925 2.8855
H17 3.8220 -5.4684 1.0876
H18 2.1992 -5.0708 0.2964
N6 -2.3904 5.2245 0.4249
C24 -2.6166 6.5839 0.5058
C25 -3.7324 7.3754 0.2377
C26 -3.5903 8.7395 0.4261
C27 -2.3746 9.2911 0.8684
C28 -1.2741 8.4898 1.1275
C29 -1.4032 7.1149 0.9388
N7 -0.4631 6.0966 1.1158
C30 -1.0925 4.9975 0.8030
C31 -0.5110 3.6358 0.8172
C32 -1.2293 2.5363 0.3825
C33 -0.6301 1.2902 0.4024
N8 0.6279 1.0967 0.8056
C34 1.3145 2.1640 1.2381
C35 0.7837 3.4441 1.2667
H19 -3.0584 4.5194 0.1766
H20 -4.6690 6.9485 -0.1008
H21 -4.4312 9.3947 0.2304
H22 -2.3032 10.3626 1.0091
H23 -0.3329 8.9064 1.4698
H24 -2.2481 2.6261 0.0244
H25 -1.1722 0.4021 0.0944
H26 2.3257 1.9534 1.5767
H27 1.3568 4.2877 1.6305

Summary:
Charge: -2
Lowest unoccupied orbital energy, Ha: 0.1257
Highest occupied orbital energy, Ha: -0.0916
Kohn-Sham gap, eV: 5.91

---

C35H27Br2MgN3O5P | ωB97M-V/def2-TZVPD

CARTESIAN COORDINATES (ANGSTROEM)
Mg1 0.7029 0.2832 0.0183
O1 1.3887 -1.7327 3.6029
C1 1.2545 -1.2463 2.3933
O2 0.6368 -0.2343 2.1148
C2 1.9535 -2.0472 1.3192
C3 2.6780 -3.2155 1.4740
C4 3.2292 -3.7770 0.3312
C5 3.0615 -3.1598 -0.9049
C6 2.3347 -1.9854 -0.9513
N1 1.7887 -1.4767 0.1406
C7 2.0137 -1.1185 -2.1585
O3 2.6303 -1.3330 -3.3023
O4 1.1751 -0.2471 -2.0679
H1 0.9083 -1.1592 4.2258
H2 2.8043 -3.6647 2.4491
H3 3.7944 -4.6973 0.3997
H4 3.4883 -3.6066 -1.7942
H5 3.3595 -1.9626 -3.2139
C8 -0.5719 5.5762 0.3425
C9 0.9017 5.2977 0.2095
C10 1.8167 6.3682 0.1232
C11 3.1420 6.1029 -0.0065
C12 3.5909 4.7637 -0.0492
C13 4.9576 4.4001 -0.1789
Br1 6.3036 5.7245 -0.2968
C14 5.3250 3.0970 -0.2207
C15 4.3413 2.0949 -0.1277
Br2 4.9229 0.2854 -0.2196
C16 2.9910 2.3473 0.0142
O5 2.1198 1.3944 0.1071
C17 2.6084 3.7487 0.0439
N2 1.2794 4.0409 0.1690
H6 -0.7645 6.6260 0.5571
H7 -0.9982 4.9781 1.1490
H8 -1.0901 5.3258 -0.5865
H9 1.4568 7.3886 0.1598
H10 3.8633 6.9063 -0.0744
H11 6.3657 2.8230 -0.3197
N3 -0.8817 1.6552 -0.4082
C18 -2.2928 1.3518 -0.2142
C19 -3.2163 2.3839 -0.1021
C20 -4.5594 2.0984 0.0561
C21 -4.9995 0.7783 0.0849
C22 -4.0789 -0.2488 -0.0189
C23 -2.7158 0.0242 -0.1468
P1 -1.4463 -1.2926 -0.2160
C24 -2.0146 -2.3425 -1.6056
C25 -1.6177 -1.9573 -2.8891
C26 -2.0558 -2.6571 -4.0052
C27 -2.8871 -3.7581 -3.8514
C28 -3.2864 -4.1490 -2.5812
C29 -2.8566 -3.4449 -1.4628
C30 -1.7445 -2.3013 1.2858
C31 -1.1572 -3.5660 1.3752
C32 -1.2237 -4.3019 2.5520
C33 -1.8644 -3.7741 3.6641
C34 -2.4297 -2.5075 3.5951
C35 -2.3664 -1.7730 2.4172
H12 -0.6808 1.7110 -1.4082
H13 -0.6064 2.5694 -0.0433
H14 -2.8808 3.4119 -0.1499
H15 -5.2714 2.9092 0.1418
H16 -6.0539 0.5576 0.1896
H17 -4.4134 -1.2795 0.0105
H18 -0.9705 -1.0984 -3.0205
H19 -1.7465 -2.3425 -4.9939
H20 -3.2266 -4.3082 -4.7196
H21 -3.9415 -5.0024 -2.4574
H22 -3.1884 -3.7572 -0.4805
H23 -0.6500 -3.9869 0.5124
H24 -0.7813 -5.2895 2.5975
H25 -1.9260 -4.3482 4.5801
H26 -2.9278 -2.0896 4.4605
H27 -2.8040 -0.7835 2.3808

Summary:
Charge: +1
Lowest unoccupied orbital energy, Ha: -0.1329
Highest occupied orbital energy, Ha: -0.3457
Kohn-Sham gap, eV: 5.79

---

C35H28BF3O4S | ωB97M-V/def2-TZVPD

CARTESIAN COORDINATES (ANGSTROEM)
C1 -5.5546 3.8171 -2.7931
C2 -5.1435 2.3447 -2.6475
C3 -3.8179 2.4458 -1.9675
C4 -3.6669 3.7898 -1.5401
O1 -4.6700 4.6185 -1.9406
C5 -2.5244 4.2382 -0.8674
C6 -1.4826 3.3626 -0.7605
C7 -1.5403 2.0290 -1.3091
C8 -0.2851 1.3483 -1.5272
C9 0.7139 2.1058 -2.2194
C10 2.1129 1.8151 -2.1379
C11 3.0180 2.7432 -2.6237
C12 2.5507 3.9787 -3.1592
O2 3.5276 4.8764 -3.4658
C13 4.7974 4.2438 -3.0844
C14 4.5119 2.7884 -2.7060
C15 1.1915 4.2507 -3.3528
C16 0.3213 3.2505 -3.0259
C17 -2.7617 1.5524 -1.8585
H1 -5.4270 4.1565 -3.8265
H2 -6.5910 4.0145 -2.5008
H3 -5.8969 1.8367 -2.0315
H4 -5.0946 1.8313 -3.6093
H5 -2.4827 5.2735 -0.5295
H6 -0.5466 3.7220 -0.3204
H7 -0.1125 0.3078 -1.2706
H8 2.4519 0.8948 -1.6618
H9 5.5056 4.3596 -3.9078
H10 5.1941 4.7912 -2.2251
H11 4.9886 2.5069 -1.7622
H12 4.8796 2.1237 -3.4999
H13 0.8974 5.2041 -3.7951
H14 -0.7310 3.3658 -3.3012
H15 -2.8389 0.5586 -2.3138
C18 0.7275 -7.3817 0.2666
C19 0.3118 -5.9546 0.2334
C20 -0.3777 -5.1760 -0.6751
C21 -0.6145 -3.8105 -0.2055
C22 -0.0594 -3.5450 1.0161
B1 -0.2125 -2.4301 2.2659
C23 0.9778 -1.4210 1.8247
C24 2.2824 -1.8942 1.8605
C25 3.3504 -1.0292 1.6421
C26 3.0591 0.2903 1.3042
C27 4.2088 1.1986 0.9966
F1 4.9471 0.7188 -0.0764
F2 3.8087 2.4617 0.6524
F3 5.0866 1.3118 2.0356
C28 1.7483 0.7618 1.2422
C29 0.6936 -0.1129 1.5270
O3 -1.6427 -2.0578 2.4084
C30 -1.9761 -2.4944 3.6504
C31 -0.8294 -2.9982 4.3530
C32 -0.9492 -3.6982 5.5535
C33 -2.2285 -3.9427 6.0351
C34 -3.3564 -3.5533 5.3044
C35 -3.2506 -2.8155 4.1217
O4 0.2541 -2.9791 3.5605
S1 0.6898 -4.9904 1.6282
H16 0.5225 -7.9239 -0.6577
H17 1.8082 -7.4168 0.4577
H18 0.2350 -7.9013 1.1018
H19 -0.7443 -5.5573 -1.6234
H20 -1.1679 -3.0882 -0.7959
H21 2.4903 -2.9466 2.0599
H22 4.3757 -1.3828 1.7332
H23 1.5329 1.7889 0.9758
H24 -0.3337 0.2534 1.5058
H25 -0.0431 -4.0270 6.0573
H26 -2.3518 -4.4539 6.9932
H27 -4.3470 -3.8413 5.6606
H28 -4.1204 -2.5075 3.5483

Summary:
Charge: 0
Lowest unoccupied orbital energy, Ha: -0.1142
Highest occupied orbital energy, Ha: -0.2176
Kohn-Sham gap, eV: 2.81

---

C35H28Br2N5O2PW | ωB97M-V/def2-TZVPD

CARTESIAN COORDINATES (ANGSTROEM)
W1 -0.4947 -0.1891 -1.0774
C1 -1.2437 -1.0238 -3.7221
C2 -1.4532 -2.4860 -3.3306
C3 -2.8469 -2.7201 -2.7556
C4 -0.3237 -2.9689 -2.4182
C5 -0.3683 -4.4379 -2.0059
O1 -0.1617 -4.3948 -0.5665
C6 -0.1902 -3.1524 -0.1509
N1 -0.3313 -2.2662 -1.1037
C7 -0.0639 -2.9872 1.3101
C8 -0.1226 -4.1747 2.0495
C9 0.0363 -4.1768 3.4235
C10 0.2777 -2.9885 4.0899
C11 0.3368 -1.8027 3.3721
C12 0.1552 -1.7746 1.9942
P1 0.2787 -0.1308 1.2310
C13 1.9960 0.3731 1.4831
C14 2.9857 -0.1714 0.6623
C15 4.3173 0.1333 0.8911
C16 4.6687 0.9773 1.9366
C17 3.6888 1.5073 2.7635
C18 2.3526 1.2048 2.5440
C19 -0.7984 0.9646 2.1787
C20 -0.6064 2.3437 2.0718
C21 -1.4903 3.2157 2.6881
C22 -2.5734 2.7199 3.4041
C23 -2.7725 1.3503 3.5033
C24 -1.8897 0.4706 2.8918
H1 -1.9495 -0.7277 -4.4998
H2 -0.2366 -0.8122 -4.0788
H3 -1.5100 -0.2639 -2.9429
H4 -1.3495 -3.0568 -4.2588
H5 -2.9547 -2.2553 -1.7717
H6 -3.0825 -3.7782 -2.6561
H7 -3.6022 -2.2884 -3.4122
H8 0.6313 -2.7346 -2.8952
H9 0.4275 -5.0397 -2.4316
H10 -1.3273 -4.9182 -2.1788
H11 -0.2926 -5.1106 1.5403
H12 -0.0204 -5.1103 3.9663
H13 0.4186 -2.9772 5.1622
H14 0.5246 -0.8762 3.9021
H15 2.7281 -0.8399 -0.1494
H16 5.0811 -0.2923 0.2534
H17 5.7096 1.2147 2.1121
H18 3.9618 2.1551 3.5856
H19 1.6000 1.6165 3.2029
H20 0.2429 2.7384 1.5259
H21 -1.3260 4.2833 2.6214
H22 -3.2571 3.4019 3.8920
H23 -3.6125 0.9630 4.0645
H24 -2.0531 -0.5963 2.9819
Br1 4.1305 -0.2982 -3.0309
C25 3.1118 1.2249 -2.6610
C26 3.6438 2.5139 -2.8977
C27 2.9120 3.6378 -2.6456
Br2 3.6657 5.3228 -2.9872
C28 1.5859 3.5471 -2.1311
C29 0.7236 4.6223 -1.8404
C30 -0.5292 4.3628 -1.3470
C31 -0.9332 3.0427 -1.1222
N2 -0.1515 2.0081 -1.3796
C32 1.0885 2.2598 -1.8915
C33 1.8497 1.1096 -2.1667
O2 1.2163 -0.0531 -1.8749
H25 4.6483 2.5969 -3.2891
H26 1.0543 5.6379 -2.0116
H27 -1.2175 5.1653 -1.1233
H28 -1.9123 2.8285 -0.7146
N3 -6.9348 0.4625 0.3756
C34 -5.7965 0.6037 0.2986
N4 -4.4910 0.8062 0.2491
C35 -3.4478 0.4053 -0.1715
N5 -2.3311 0.0832 -0.5306

Summary:
Charge: +2
Lowest unoccupied orbital energy (alpha / beta), Ha: -0.2639 / -0.2623
Highest occupied orbital energy (alpha / beta), Ha: -0.5044 / -0.5003
Kohn-Sham gap (alpha / beta), eV: 6.54 / 6.47